i:
Formula: C4H14N2O2
Source: the Open Molecules 2025 dataset
Level of theory: the ωB97M-V functional and the def2-TZVPD basis

total charge	0
HOMO level	-9.17	eV
LUMO energy	0.70	eV
SMILES string	NCCCNCO.O

Geometry as XYZ:
```
22
C4H14N2O2 (the ωB97M-V functional and the def2-TZVPD basis)
N 1.9737 -1.4707 -0.4488
C 2.0829 0.0094 -0.0882
C 1.4284 0.1682 1.2527
C -0.0718 -0.1539 1.4165
N -0.9280 1.1041 1.2682
C -1.8569 1.0479 0.1395
O -1.2923 1.1411 -1.1220
H 1.0590 -1.6431 -0.7706
H 2.1948 -1.9954 0.3614
H 1.4887 0.5208 -0.8419
H 3.2259 0.2147 -0.0554
H 1.6266 1.1989 1.5621
H 1.8460 -0.5430 2.0122
H -0.4664 -0.9338 0.8317
H -0.3420 -0.3525 2.4549
H -0.3502 1.9155 1.2749
H -2.3043 0.0156 0.0729
H -2.5982 1.8784 0.3102
H -0.3226 1.5124 -1.1787
O -1.1862 -1.5526 -1.8371
H -1.3788 -0.6486 -1.8268
H -0.6662 -1.7118 -2.5925
```


ii:
Formula: C4H14N2O2
Source: the Open Molecules 2025 dataset
Level of theory: the ωB97M-V functional and the def2-TZVPD basis

total charge	0
HOMO level	-8.44	eV
LUMO energy	0.87	eV
SMILES string	CN[C@@H](CN)CO.O

Geometry as XYZ:
```
22
C4H14N2O2 (the ωB97M-V functional and the def2-TZVPD basis)
C 1.9714 1.5189 0.9627
N 0.8678 0.7298 1.5332
C 0.0767 0.0042 0.5041
C 0.6376 -1.4213 0.3364
N 0.4411 -1.9225 -1.0225
C -1.3955 -0.0204 0.9161
O -2.1623 0.0772 -0.3097
H 2.9597 1.1311 1.2213
H 1.9568 2.5204 1.4014
H 1.9113 1.5758 -0.1218
H 1.2697 0.0879 2.2031
H 0.1811 0.5345 -0.4296
H 0.3195 -2.1408 1.0965
H 1.7018 -1.3951 0.5837
H -0.1186 -2.7565 -1.0607
H 1.2783 -1.9539 -1.5779
H -1.6320 0.8139 1.5599
H -1.6903 -0.9715 1.3686
H -1.9120 -0.6519 -0.8882
O -0.4965 1.0470 -2.3277
H -1.3317 0.9641 -1.8118
H -0.8452 1.7353 -2.9282
```


iii:
Formula: C4H14N2O2
Source: the Open Molecules 2025 dataset
Level of theory: the ωB97M-V functional and the def2-TZVPD basis

total charge	0
HOMO level	-8.92	eV
LUMO energy	0.93	eV
SMILES string	CN[C@@H](CN)CO.O

Geometry as XYZ:
```
22
C4H14N2O2 (the ωB97M-V functional and the def2-TZVPD basis)
C -1.0332 -2.3583 0.7545
N 0.3297 -1.8900 0.1683
C 0.3661 -0.4608 0.0402
C 0.8782 0.5415 1.0765
N 0.3989 1.9415 0.8114
C 1.1436 -0.0913 -1.2962
O 0.6904 1.0938 -1.8796
H -1.1001 -1.9713 1.7649
H -1.1148 -3.4726 0.6700
H -1.9466 -2.0522 0.0937
H 1.0896 -2.1768 0.8032
H -0.7755 -0.1546 -0.1028
H 1.9954 0.5689 1.0138
H 0.4662 0.2863 2.0599
H 0.3230 2.4129 1.7194
H -0.5511 1.8247 0.3375
H 0.9443 -0.8076 -2.1462
H 2.2131 -0.1959 -0.9496
H 0.8745 1.8937 -1.3629
O -1.9123 1.5976 -0.8741
H -1.1409 1.1870 -1.2034
H -2.1384 2.2836 -1.4988
```


iv:
Formula: C4H14N2O2
Source: the Open Molecules 2025 dataset
Level of theory: the ωB97M-V functional and the def2-TZVPD basis

total charge	0
HOMO level	-7.38	eV
LUMO energy	0.72	eV
SMILES string	CC/C(N)=C/N.O.O

Geometry as XYZ:
```
22
C4H14N2O2 (the ωB97M-V functional and the def2-TZVPD basis)
C -0.7453 -1.7168 -2.4024
C -1.4927 -0.9127 -1.3381
C -0.7606 -0.6556 -0.0303
N 0.4370 -1.3407 0.1752
C -1.3724 0.0361 0.9206
N -0.8290 0.3190 2.2089
H -0.2452 -2.6163 -2.0383
H 0.0273 -1.0527 -2.8146
H -1.4089 -1.9499 -3.2322
H -2.4453 -1.3777 -1.1245
H -1.7526 0.0393 -1.8021
H 1.0058 -1.4649 -0.6455
H 0.9925 -1.0708 0.9720
H -2.3694 0.4273 0.7931
H -1.4986 0.7412 2.8367
H -0.3425 -0.4154 2.7237
O 1.9447 2.2838 -1.0661
H 2.7349 1.8735 -1.4358
H 1.8536 1.8442 -0.1976
O 1.8473 1.2052 1.5108
H 0.9825 0.9587 1.9160
H 2.2210 1.9446 2.0079
```


Computed stability ranking, most favorable first: iv, ii, i, iii